Entry 1:
{"formula": "C3H10N2O2", "method": "the ωB97M-V functional and the def2-TZVPD basis", "symbols": ["C", "N", "C", "C", "N", "O", "H", "H", "H", "H", "H", "H", "H", "H", "H", "H", "O"], "xyz": [[1.5305, -1.7221, -0.8300], [1.0942, -0.3913, -0.3738], [0.3156, -0.4802, 0.8597], [-0.3109, 0.8469, 1.2153], [-1.0211, 1.4300, 0.2125], [-0.1314, 1.4013, 2.2789], [1.1170, -2.5193, -0.2098], [1.1506, -1.9113, -1.8373], [2.6075, -1.8232, -0.8897], [1.9323, 0.0921, -0.0648], [-0.4800, -1.2199, 0.6811], [0.8384, -0.8715, 1.7443], [-1.4201, 0.9025, -0.5447], [-1.4926, 2.2608, 0.5287], [-2.0601, -0.3928, -2.9313], [-1.3456, -1.4737, -2.1614], [-1.3237, -0.5211, -2.3213]], "e_above_lowest_kj_mol": 108.89, "e_lumo_ev": 0.5, "mol_weight_da": 106.125, "e_homo_ev": -9.10}

Entry 2:
{"formula": "C3H10N2O2", "method": "the ωB97M-V functional and the def2-TZVPD basis", "symbols": ["O", "C", "N", "C", "N", "C", "H", "H", "H", "H", "H", "H", "H", "H", "H", "H", "O"], "xyz": [[-0.8118, -0.7902, -1.3252], [-0.3236, 0.3214, -1.0183], [0.2187, 0.5376, 0.2599], [0.0286, -0.1874, 1.4542], [0.2570, 0.6696, 2.6666], [-0.1237, 1.5117, -1.9541], [0.7597, 1.3555, 0.3079], [0.8677, -1.0080, 1.5032], [-0.9809, -0.6593, 1.5650], [1.0298, 1.4036, 2.5956], [-0.6364, 1.1501, 2.7497], [-0.8258, 2.3024, -1.5575], [-0.3485, 1.0639, -2.9416], [0.8986, 1.8061, -1.7106], [-0.1121, -3.8901, -1.1448], [-0.1444, -2.3749, -0.8975], [0.2469, -3.2118, -0.5525]], "e_above_lowest_kj_mol": 132.56, "e_lumo_ev": 0.6, "mol_weight_da": 106.125, "e_homo_ev": -9.88}

Entry 3:
{"formula": "C3H10N2O2", "method": "the ωB97M-V functional and the def2-TZVPD basis", "symbols": ["C", "C", "C", "N", "O", "N", "H", "H", "H", "H", "H", "H", "H", "H", "H", "H", "O"], "xyz": [[2.1260, 0.0394, 0.5207], [0.5310, 0.3540, 0.4035], [0.1746, 0.0078, -1.0550], [-1.2574, -0.0518, -1.3802], [0.9763, -0.3436, -1.8728], [2.6468, -0.0928, 1.8190], [2.7374, 0.6638, -0.0811], [2.2347, -0.9338, 0.0512], [0.3294, 1.4210, 0.5826], [-0.1705, -0.1860, 0.9524], [-1.4073, -0.3469, -2.3232], [-1.8588, 0.4941, -0.8486], [2.1960, -0.6695, 2.5580], [2.9875, 0.7035, 2.3142], [-5.0133, -0.2175, 0.8923], [-3.6632, -0.6134, 1.3301], [-4.1123, 0.1298, 0.9084]], "e_above_lowest_kj_mol": 139.47, "e_lumo_ev": 0.6, "mol_weight_da": 106.125, "e_homo_ev": -8.71}

Entry 4:
{"formula": "C3H10N2O2", "method": "the ωB97M-V functional and the def2-TZVPD basis", "symbols": ["O", "C", "N", "C", "N", "C", "H", "H", "H", "H", "H", "H", "H", "H", "H", "H", "O"], "xyz": [[-0.6720, -2.0247, 0.8913], [-0.6165, -0.8994, 0.4796], [-0.9101, -0.4514, -0.7820], [-0.7940, -1.6931, -1.7327], [0.4570, -2.3293, -1.5693], [-0.7206, 0.3006, 1.3804], [-1.7369, 0.1426, -0.9168], [-0.9531, -1.2753, -2.7344], [-1.6706, -2.3202, -1.6378], [0.7857, -2.7936, -0.6977], [1.1117, -2.4507, -2.4073], [0.0037, 0.2551, 2.3441], [-1.7415, 0.3855, 1.7829], [-0.3429, 1.0920, 0.7256], [2.4029, 5.1915, 2.2109], [2.5163, 4.0141, 1.2313], [2.8809, 4.8562, 1.4318]], "e_above_lowest_kj_mol": 222.47, "e_lumo_ev": 0.6, "mol_weight_da": 106.125, "e_homo_ev": -9.10}

Entry 5:
{"formula": "C3H10N2O2", "method": "the ωB97M-V functional and the def2-TZVPD basis", "symbols": ["C", "C", "C", "N", "O", "N", "H", "H", "H", "H", "H", "H", "H", "H", "H", "H", "O"], "xyz": [[-0.8547, 1.1118, -0.6669], [-1.7451, -0.0872, -0.9283], [-1.1704, -1.4608, -0.7186], [-0.0292, -1.5575, 0.0418], [-1.6594, -2.4617, -1.1975], [-1.6344, 2.3419, -0.8078], [0.0123, 1.1300, -1.3306], [-0.4673, 1.0570, 0.3441], [-2.2216, -0.0512, -1.9105], [-2.5912, 0.0107, -0.2451], [0.3117, -2.5020, 0.1176], [0.3237, -0.8058, 0.5988], [-1.4750, 3.0575, -0.1167], [-1.4903, 2.7662, -1.7132], [4.3156, -1.0423, 2.3577], [5.1896, -0.7970, 3.5675], [5.1856, -0.7094, 2.6080]], "e_above_lowest_kj_mol": 80.07, "e_lumo_ev": 0.3, "mol_weight_da": 106.125, "e_homo_ev": -9.48}

Entry 6:
{"formula": "C3H10N2O2", "method": "the ωB97M-V functional and the def2-TZVPD basis", "symbols": ["C", "C", "C", "N", "O", "N", "H", "H", "H", "H", "H", "H", "H", "H", "H", "H", "O"], "xyz": [[-0.0055, 1.7379, 1.6347], [-0.4498, 1.1089, 0.3160], [0.6002, 0.2529, -0.3554], [1.5523, 0.9670, -1.0392], [0.6555, -0.9427, -0.2285], [0.3591, 0.7256, 2.6149], [-0.8759, 2.2817, 2.0192], [0.7295, 2.5427, 1.4684], [-0.9162, 1.8755, -0.2818], [-1.2475, 0.3964, 0.5472], [2.3911, 0.6077, -1.4584], [1.3985, 1.9498, -1.2070], [0.3922, 1.1610, 3.5296], [1.3185, 0.4218, 2.4420], [-1.7264, -5.7049, -3.0192], [-2.4271, -4.3944, -3.3234], [-1.7485, -4.9868, -3.6591]], "e_above_lowest_kj_mol": 82.09, "e_lumo_ev": 0.8, "mol_weight_da": 106.125, "e_homo_ev": -9.59}

Entry 7:
{"formula": "C3H10N2O2", "method": "the ωB97M-V functional and the def2-TZVPD basis", "symbols": ["C", "N", "C", "C", "N", "O", "H", "H", "H", "H", "H", "H", "H", "H", "H", "H", "O"], "xyz": [[1.5425, 0.2673, -0.8794], [0.2055, 0.3681, -0.3628], [-0.7486, -0.7518, -0.3866], [-0.0616, -2.0519, 0.1119], [-0.5333, -2.5603, 1.2382], [0.7916, -2.5462, -0.6065], [1.6351, -0.5032, -1.6243], [2.1953, -0.0673, -0.0606], [1.8761, 1.2621, -1.1499], [0.2296, 0.8418, 0.5493], [-1.1316, -0.8477, -1.4100], [-1.5405, -0.4353, 0.2760], [-1.9209, 3.4502, -1.1750], [-2.3854, 3.2538, -0.6320], [0.0314, -3.3845, 1.4774], [0.1072, 1.7156, 2.7432], [-0.2923, 1.9894, 1.8911]], "multiplicity": 2, "e_above_lowest_kj_mol": 652.04, "total_charge": 1, "e_lumo_ev": [-7.8, -7.3], "mol_weight_da": 106.125, "e_homo_ev": [-15.70, -15.27]}

Entry 8:
{"formula": "C3H10N2O2", "method": "the ωB97M-V functional and the def2-TZVPD basis", "symbols": ["C", "N", "C", "N", "O", "C", "H", "H", "H", "H", "H", "H", "H", "H", "H", "H", "O"], "xyz": [[0.8163, -1.0302, -0.0351], [-0.3186, -0.1846, 0.2524], [-1.4507, -0.1131, 1.0770], [-1.9229, -1.3411, 1.4838], [-2.0129, 0.9137, 1.3151], [1.2268, -0.7283, -1.4983], [0.6757, -2.0893, 0.1696], [1.7058, -0.7529, 0.5502], [0.0882, 0.7379, 0.0396], [-2.9276, -1.4263, 1.4752], [-1.2778, -2.1205, 1.5558], [1.6736, 0.2672, -1.5564], [0.4190, -0.8812, -2.2029], [2.0019, -1.4601, -1.7356], [0.6697, 3.2095, -0.9805], [-0.0608, 3.2702, 0.2529], [0.6944, 3.7290, -0.1629]], "multiplicity": 2, "e_above_lowest_kj_mol": 180.18, "total_charge": 1, "e_lumo_ev": [-3.6, -9.3], "mol_weight_da": 106.125, "e_homo_ev": [-14.94, -14.94]}

Entry 9:
{"formula": "C3H10N2O2S", "method": "the ωB97M-V functional and the def2-TZVPD basis", "symbols": ["N", "C", "C", "S", "C", "N", "O", "H", "H", "H", "H", "H", "H", "H", "H", "H", "H", "O"], "xyz": [[1.3477, 0.5350, -0.6570], [0.4188, 0.8136, 0.4173], [-0.4831, 2.0027, 0.0987], [0.3155, 3.6230, 0.2781], [-0.4972, -0.4253, 0.6490], [0.2226, -1.5709, 0.9098], [-1.7006, -0.4401, 0.5811], [1.4014, -0.4125, -0.9810], [2.2252, 1.0162, -0.5830], [0.9351, 0.9582, 1.3696], [-1.4376, 1.9422, 0.6185], [-0.7381, 1.9074, -0.9506], [1.0624, 3.3054, 1.3447], [1.2250, -1.5241, 1.0201], [-0.1798, -2.4121, 1.2951], [-0.8873, -2.9086, -2.3860], [-1.5228, -3.1542, -1.0401], [-1.7073, -3.2561, -1.9843]], "e_above_lowest_kj_mol": 93.08, "e_lumo_ev": 0.4, "mol_weight_da": 138.192, "e_homo_ev": -9.10}

Entry 10:
{"formula": "C3H10N2O3", "method": "the ωB97M-V functional and the def2-TZVPD basis", "symbols": ["N", "C", "C", "O", "C", "N", "O", "H", "H", "H", "H", "H", "H", "H", "H", "H", "H", "O"], "xyz": [[0.5298, -1.3265, 1.6947], [-0.3998, -0.3314, 0.8325], [0.1486, 1.1636, 0.7557], [0.2659, 1.5049, 2.1586], [-0.5053, -0.9028, -0.6010], [-1.6775, -1.8073, -0.7571], [0.3621, -0.8054, -1.4485], [1.2239, -1.6924, 1.1484], [0.9338, -0.6735, 2.4008], [-1.3809, -0.3288, 1.3932], [-0.4108, 1.8498, 0.1760], [1.2073, 1.4106, 0.2052], [-0.2714, 2.2613, 2.2856], [-1.6156, -2.3397, -1.5467], [-2.4169, -2.1286, -0.1112], [1.3484, 1.5175, -3.6133], [1.1280, 0.9941, -2.2721], [1.5304, 1.6345, -2.7008]], "e_above_lowest_kj_mol": 224.38, "e_lumo_ev": 0.7, "mol_weight_da": 122.124, "e_homo_ev": -9.88}

Entry 11:
{"formula": "C3H10N2O3", "method": "the ωB97M-V functional and the def2-TZVPD basis", "symbols": ["C", "N", "O", "H", "H", "H", "H", "H", "C", "C", "N", "O", "O", "H", "H", "H", "H", "H"], "xyz": [[-0.9981, -0.1717, 1.8176], [-0.8747, -0.3323, 0.3778], [-1.9471, -1.1138, -0.1254], [-2.0676, -0.7336, -1.0258], [0.6139, -1.6536, -0.1273], [-1.8740, 0.4426, 2.0415], [-1.1073, -1.1595, 2.2706], [-0.1100, 0.3219, 2.2163], [0.3093, 1.8405, 0.0537], [-0.4742, 0.6937, -0.5192], [1.8817, -1.6076, -1.6729], [1.5586, -1.2532, -0.3100], [-0.9118, 0.7011, -1.6697], [1.5736, -0.7862, -2.2018], [2.9036, -1.5793, -1.6756], [0.6047, 2.5117, -0.7566], [-0.2975, 2.4032, 0.7678], [1.2171, 1.4762, 0.5391]], "e_above_lowest_kj_mol": 395.89, "e_lumo_ev": 0.8, "mol_weight_da": 122.124, "e_homo_ev": -9.18}

Entry 12:
{"formula": "C3H10N2P2", "method": "the ωB97M-V functional and the def2-TZVPD basis", "symbols": ["C", "C", "C", "N", "N", "P", "P", "H", "H", "H", "H", "H", "H", "H", "H", "H", "H"], "xyz": [[0.2795, 1.2632, -0.4895], [1.1261, 1.8746, 0.6107], [-2.0202, -1.4392, 0.3727], [-0.2455, -0.0269, -0.2576], [-1.7467, -0.2610, -0.4301], [0.8123, -0.1770, -1.5883], [2.4939, -0.7301, -0.3589], [-0.4040, 1.8998, -1.0903], [1.2599, 1.2574, 1.4995], [0.4822, 2.6731, 0.9086], [2.1734, 2.1648, 0.3606], [-1.4491, -1.3649, 1.2823], [-3.0293, -1.5031, 0.5049], [-1.5400, -2.2870, 0.0112], [-2.1066, -0.4632, -1.3427], [2.1850, -2.1041, -0.7859], [1.7290, -0.7764, 0.7928]], "e_above_lowest_kj_mol": 172.20, "e_lumo_ev": 1.1, "mol_weight_da": 136.075, "e_homo_ev": -8.69}

Entry 13:
{"formula": "C3H10N2S", "method": "the ωB97M-V functional and the def2-TZVPD basis", "symbols": ["C", "C", "S", "N", "C", "N", "H", "H", "H", "H", "H", "H", "H", "H", "H", "H"], "xyz": [[-0.6219, -0.8862, -0.2081], [-1.9330, -0.1986, -0.6437], [-2.9701, 0.6562, 0.4176], [0.4774, -0.1647, 0.5819], [0.8616, 0.9746, -0.1275], [2.0860, 1.6583, 0.2530], [-0.1174, -1.3093, -1.0862], [-0.9067, -1.7175, 0.3872], [1.3211, -2.7719, -0.1138], [-2.1605, -0.0259, -1.6888], [-2.1274, 1.5909, 0.8860], [0.8646, -3.0317, 0.5569], [-0.1059, 1.0226, 0.5027], [0.6548, 1.0582, -1.2275], [2.7837, 0.8564, 0.4910], [1.8937, 2.2886, 1.0193]], "e_above_lowest_kj_mol": 808.84, "e_lumo_ev": -1.8, "mol_weight_da": 106.194, "e_homo_ev": -6.50}

Entry 14:
{"formula": "C3H10N2S", "method": "the ωB97M-V functional and the def2-TZVPD basis", "symbols": ["C", "C", "S", "H", "H", "H", "H", "H", "N", "C", "N", "H", "H", "H", "H", "H"], "xyz": [[1.1256, 0.8544, -1.1591], [1.7693, 0.6206, 0.2161], [3.1875, -0.5606, 0.0275], [1.7750, 0.7719, -2.0260], [0.5351, 1.7774, -1.1538], [0.3496, 0.0983, -1.2996], [0.9767, 0.2047, 0.8201], [2.2397, 1.4991, 0.6133], [-1.3749, -0.2073, 1.1408], [-2.3903, -0.5102, 0.2810], [-2.3597, -1.4444, -0.5631], [-0.6022, -0.8463, 1.1886], [-1.6413, 0.3105, 1.9581], [-3.1488, 0.2812, 0.2399], [-3.1710, -1.3827, -1.1695], [2.7298, -1.4667, 0.8858]], "e_above_lowest_kj_mol": 54.38, "e_lumo_ev": 0.8, "mol_weight_da": 106.194, "e_homo_ev": -8.95}